The following is a quantum chemistry calculation of a cluster of 4 separate species, C32H64N2O15P3S2 in total, from OMol25.

E_LUMO = -5.24 eV
Charge = +1
Largest force on an atom = 0.1703 hartree/bohr
HOMO energy = -10.7488 eV
Frontier orbital gap = 5.506 eV

Structure (XYZ):
```
118
Properties=species:S:1:pos:R:3:forces:R:3:mulliken_charge:R:1
O 0.402930 -1.163168 -0.262900 0.400 0.646 -0.398 -0.40
C 1.587007 -1.251770 -0.297099 0.476 -0.816 0.444 0.58
O 2.270570 -1.893831 0.748725 -0.042 0.371 -2.007 -0.54
C 2.488557 -0.736416 -1.459772 1.613 0.569 -1.175 0.46
C 3.872658 -0.372346 -1.161108 -0.787 0.099 -2.437 -0.69
C 4.704564 0.068896 -2.278828 -1.369 -0.801 1.618 -0.46
N 4.196445 0.125015 -3.545358 -0.546 -0.197 0.403 0.27
C 2.904878 -0.195889 -3.888512 -0.870 -0.828 2.393 -0.64
C 1.998843 -0.645052 -2.852593 0.679 0.217 0.614 0.62
C 0.558398 -1.055554 -3.259780 -0.108 0.074 -0.581 -0.99
C 0.146522 -2.561438 -2.964064 0.252 -0.240 -0.754 -0.75
C 1.309835 -3.614331 -2.858972 -0.574 -1.176 0.719 -0.40
S 1.825609 -4.250096 -4.533822 0.944 0.487 0.020 -0.16
C 3.499110 -5.004537 -4.310607 -0.292 -0.167 0.291 0.19
S 3.817882 -5.843173 -2.927277 -0.183 0.420 -0.853 -0.18
N 4.402788 -4.753483 -5.390325 -0.978 -0.207 2.307 0.06
C 4.559517 -3.269862 -5.439443 0.093 1.005 0.135 -0.31
C 6.053097 -2.839907 -5.649795 -1.307 -0.150 -0.423 -0.29
O 6.787297 -3.259593 -4.508227 -0.552 -0.093 -0.341 -0.44
C 6.750037 -4.689459 -4.323728 0.892 -1.440 -0.336 -0.34
C 5.699715 -5.444633 -5.241704 1.415 0.147 -0.871 -0.88
H 2.809439 -2.587685 0.313357 0.050 0.348 0.579 0.39
H 4.294249 -0.451889 -0.128694 -0.455 0.170 -1.173 0.52
H 5.767463 0.334034 -2.104406 -0.924 -0.160 -0.471 0.41
H 4.820285 0.409413 -4.307690 -0.195 -0.062 0.380 0.24
H 2.548882 -0.149346 -4.938749 0.713 0.113 0.816 0.41
H 0.472265 -0.874610 -4.369802 0.206 -0.216 1.073 0.38
H -0.226748 -0.389813 -2.802278 1.048 -0.555 -0.204 0.33
H -0.493529 -2.633768 -2.054444 0.675 0.132 -0.647 0.25
H -0.496470 -2.884303 -3.832757 0.498 0.354 0.934 0.52
H 0.878216 -4.513163 -2.331825 0.546 0.958 -0.418 0.54
H 2.203344 -3.308633 -2.260852 -0.597 -0.091 -0.637 0.10
H 3.833479 -2.829292 -6.167504 0.805 -0.331 0.367 0.31
H 4.272034 -2.892739 -4.410070 0.415 0.025 -1.077 0.04
H 6.434535 -3.242201 -6.626771 -0.062 0.297 0.873 0.29
H 6.052625 -1.718402 -5.732223 0.321 -1.005 0.288 0.15
H 7.765070 -5.078345 -4.642987 -1.014 0.263 0.297 0.31
H 6.659005 -4.974065 -3.241176 -0.254 0.757 -0.986 0.31
H 5.602009 -6.523999 -4.948915 -0.169 1.253 -0.012 0.43
H 6.159301 -5.469722 -6.272706 -0.599 0.023 0.966 0.35
O 3.831292 1.408652 -10.208197 -4.078 -1.040 -0.717 -0.76
P 3.057900 2.207639 -9.179911 6.584 3.812 3.525 1.16
O 3.669319 3.689485 -9.543470 -0.720 -0.372 -0.142 -0.29
C 3.313090 4.291459 -10.786337 -0.035 0.315 -0.419 -0.32
C 1.826542 4.579512 -10.875608 -0.057 -0.087 0.101 -0.94
O 4.029535 1.774064 -7.901022 -0.797 -0.521 0.354 -0.37
C 4.539010 0.445812 -7.837787 0.520 0.222 -0.512 0.39
C 6.003118 0.439810 -8.245918 0.206 -0.108 0.242 -1.29
O 1.976593 2.888458 -8.082985 -1.471 -2.165 -2.587 -0.45
C 2.357556 3.590920 -6.897233 -0.167 0.468 0.907 0.12
C 2.861723 5.003341 -7.122141 0.459 -0.041 -0.157 -1.05
H 3.635646 3.655022 -11.614694 0.011 -0.029 0.068 0.28
H 3.870208 5.227076 -10.855769 0.086 -0.105 0.162 0.31
H 1.248824 3.648979 -10.903978 -0.025 0.016 -0.075 0.32
H 1.599245 5.150237 -11.777126 0.013 -0.081 0.003 0.40
H 1.481888 5.144287 -10.008478 0.051 0.027 -0.063 0.15
H 3.950451 -0.230957 -8.460404 0.091 0.051 -0.013 0.42
H 4.443770 0.091710 -6.802661 -0.094 0.088 0.122 -0.43
H 6.181645 1.018836 -9.151419 -0.267 -0.131 -0.052 0.39
H 6.356401 -0.580903 -8.408751 0.029 0.028 0.015 0.34
H 6.614514 0.897080 -7.463131 -0.009 -0.048 -0.009 0.33
H 3.061216 3.017407 -6.293436 0.100 -0.089 -0.300 0.04
H 1.442818 3.655207 -6.301067 -0.161 -0.146 -0.299 0.36
H 3.890348 5.006742 -7.480227 -0.073 0.019 -0.091 0.28
H 2.852203 5.556525 -6.178119 -0.161 -0.153 -0.006 0.43
H 2.244054 5.535603 -7.843727 -0.045 -0.009 0.063 0.16
O -3.820085 -1.604774 5.786716 -2.528 -3.441 -1.210 -0.76
P -3.200150 -2.166434 4.521445 6.651 5.675 -0.540 1.12
O -1.698222 -2.467992 5.130063 -0.523 -0.610 -0.061 -0.26
C -1.545867 -3.511236 6.086125 0.149 -0.221 0.266 -0.33
C -1.884256 -4.872171 5.506263 -0.073 -0.007 -0.081 -0.95
O -2.945439 -0.691791 3.812312 -0.696 -0.617 -0.432 -0.35
C -3.924358 0.340155 3.972439 0.081 0.408 0.425 -0.44
C -3.445552 1.360867 4.989593 0.135 0.195 -0.044 -1.06
O -2.788275 -2.902849 3.063446 -2.954 -1.493 1.677 -0.52
C -1.769091 -2.430733 2.181189 0.504 0.142 -0.846 -0.03
C -0.348811 -2.732013 2.620095 0.043 0.200 0.403 -0.34
H -2.158682 -3.301678 6.967457 -0.011 0.031 -0.043 0.26
H -0.501291 -3.500146 6.402915 -0.024 0.160 -0.088 0.32
H -2.950990 -4.941475 5.268098 -0.003 -0.053 0.050 0.30
H -1.640623 -5.664095 6.216569 -0.067 0.041 0.006 0.41
H -1.336867 -5.052753 4.580161 0.024 0.016 0.071 0.16
H -4.889930 -0.079499 4.261339 0.107 0.005 0.068 0.34
H -4.062713 0.824453 3.002837 0.106 -0.143 -0.066 0.37
H -3.046253 0.885641 5.885776 -0.213 -0.126 -0.034 0.23
H -4.255654 2.032589 5.281744 0.027 -0.013 0.008 0.33
H -2.634503 1.960621 4.568261 -0.063 -0.001 -0.029 0.38
H -1.889553 -1.373175 1.950997 -0.116 -0.024 0.297 0.21
H -1.944726 -2.957911 1.238545 -0.262 -0.176 0.178 0.24
H -0.020213 -2.046721 3.400951 -0.030 -0.101 0.058 0.25
H 0.333798 -2.605380 1.781119 -0.266 -0.082 -0.017 -0.03
H -0.255070 -3.751373 2.994425 -0.034 -0.009 -0.022 0.12
O -5.933645 3.021304 7.592884 -3.347 2.236 -1.594 -0.73
P -6.888879 3.095791 8.769984 4.817 -4.549 5.682 1.18
O -5.857723 3.808849 9.840882 -0.490 0.456 -0.409 -0.27
C -5.469261 5.158843 9.619454 0.169 0.298 0.049 -0.32
C -6.646829 6.112925 9.697979 -0.100 -0.026 -0.028 -0.93
O -6.729316 1.503860 9.194655 -0.895 0.352 -0.384 -0.34
C -6.619461 0.514861 8.167617 0.561 -0.169 -0.104 -0.60
C -5.178927 0.056459 8.034245 0.043 -0.155 0.084 -0.79
O -8.160732 3.227126 9.863795 -0.563 1.711 -3.364 -0.48
C -8.207078 2.571033 11.134402 -0.429 -0.452 0.911 -0.12
C -7.345955 3.200223 12.213066 0.448 -0.098 -0.106 -0.93
H -4.961636 5.247386 8.654414 -0.027 -0.044 0.001 0.24
H -4.744360 5.411032 10.395745 -0.019 -0.180 0.012 0.32
H -7.344000 5.942476 8.870689 0.014 0.063 -0.019 0.31
H -6.306325 7.148852 9.650081 -0.007 -0.040 -0.060 0.40
H -7.206877 5.971614 10.623053 0.076 0.015 -0.017 0.15
H -6.999483 0.896096 7.217608 0.095 0.041 0.062 0.34
H -7.250245 -0.331851 8.448475 -0.056 0.112 0.142 0.41
H -4.483336 0.896728 8.016652 -0.193 0.102 -0.128 0.27
H -5.038825 -0.532303 7.126228 -0.054 0.061 0.200 0.30
H -4.898326 -0.560079 8.892288 -0.048 -0.020 -0.043 0.30
H -8.006098 1.504421 11.047680 0.177 0.134 -0.253 0.22
H -9.249872 2.648318 11.453845 -0.034 0.204 -0.315 0.33
H -6.296696 2.934604 12.090260 -0.019 0.101 -0.037 0.26
H -7.653849 2.832021 13.196338 -0.173 -0.005 -0.147 0.41
H -7.429515 4.286437 12.206080 -0.061 -0.015 0.033 0.15
```
Positions in Å, forces in eV/Å.